No. 1
Here is a cluster of 3 separate species, C5H15N6 in total from the Open Molecules 2025 dataset. Energies are from ωB97M-V with the def2-TZVPD basis set.

Results
- E: -14356.046 eV
- Gap between HOMO and LUMO: 8.01 eV
- F_max: 4.84 eV/A
- Net charge: +1

The geometry in XYZ format:
```
26
Properties=species:S:1:pos:R:3:forces:R:3
C 3.974350 0.312924 0.058293 1.47 -3.30 1.49
C 2.146550 1.432141 -1.018863 -2.16 -4.19 1.10
C -4.871561 0.506521 -0.522636 0.05 2.87 2.52
C -0.160891 0.426137 1.857745 1.17 2.66 -0.56
C 0.600252 -2.315775 -0.360700 -1.40 -0.27 -0.28
N -1.504490 -0.124071 -0.849885 -2.19 0.94 -1.73
N -2.546218 0.328176 -0.687288 3.23 -1.51 -0.55
N 2.743284 0.417730 -0.098803 0.61 0.69 -0.86
N -3.494843 0.919654 -0.321651 -1.10 2.01 0.11
N -0.332831 -0.576516 0.894565 0.69 -2.63 0.44
N 0.685518 -1.021586 0.352719 -0.54 -1.28 1.71
H 4.841000 0.838972 -0.189813 0.63 2.16 -1.30
H 4.432752 -0.628695 0.513464 -1.33 0.87 0.19
H 1.178138 1.571462 -0.495575 0.31 0.81 -0.98
H 2.712863 2.280397 -1.159037 1.16 1.85 -0.45
H 1.949298 0.785446 -1.940370 0.20 1.45 0.89
H -4.901048 -0.407662 -0.932106 -0.33 -3.41 -1.56
H -5.133171 0.464127 0.549139 -1.14 -0.09 -0.76
H -5.474733 1.224837 -1.100254 0.47 -0.13 0.43
H -0.998513 1.120240 1.851928 -0.21 -0.22 0.04
H -0.073203 -0.017784 2.824700 -0.11 -0.54 0.68
H 0.757249 1.020253 1.659432 -0.29 -0.23 0.35
H -0.500154 -2.472179 -0.815952 2.88 0.50 0.85
H 1.477943 -2.355740 -1.023389 -0.80 0.05 -0.34
H 0.805096 -3.108514 0.392843 -0.42 0.52 -0.30
H 1.687374 -0.620493 0.561505 -0.85 0.43 -1.11
```
Positions in Å, forces in eV/Å.

Results of the Mulliken charge analysis, in e, for atoms 1 through 5: C -0.280; C -0.827; C -0.662; C -0.657; C -0.794

No. 2
Here is the ion C7H10ClN2O2 with charge -1 from the Open Molecules 2025 dataset. Energies are from ωB97M-V with the def2-TZVPD basis set.

Results
- SMILES: CC(C)[C@@]1(C(=O)[O-])N=NC[C@H]1Cl
- E: -27018.441 eV
- Gap between HOMO and LUMO: 7.64 eV
- F_max: 3.69 eV/A
- Net charge: -1

The geometry in XYZ format:
```
22
Properties=species:S:1:pos:R:3:forces:R:3
C -0.360334 -1.816653 -0.395230 -2.30 2.14 -0.17
C -2.565943 0.813554 -0.382492 -2.06 -1.41 1.05
C -1.200356 0.684793 -0.956264 1.01 -2.01 -2.92
C -0.338727 -0.180082 -0.032635 -2.42 -1.03 2.07
C 1.486736 -0.589413 1.556594 3.10 -1.32 -0.03
C 2.036056 0.468876 -0.688969 -0.90 -0.58 1.14
C 1.000955 0.253177 0.463935 0.07 3.26 -0.88
N -2.422985 0.417702 1.025753 -0.74 -0.04 1.05
N -1.401777 -0.144866 1.347332 1.74 0.53 -2.10
O 0.722919 -2.238975 -0.767481 0.61 -1.05 -0.31
O -1.517393 -2.291961 -0.292013 1.23 -0.06 -0.22
Cl -0.527531 2.337745 -1.348375 -0.29 0.02 0.19
H -2.869968 1.858943 -0.382581 -0.52 -0.16 -0.22
H -3.456624 0.055461 -0.706355 2.39 1.91 0.05
H -1.304454 0.168641 -1.974342 0.46 0.84 1.34
H 1.000963 -0.386492 2.508275 0.08 -0.32 -0.06
H 2.620092 -0.381121 1.575039 -1.44 -0.16 0.73
H 1.469948 -1.625267 1.198165 -0.31 -0.03 0.78
H 2.003701 -0.552104 -0.985493 0.98 -0.76 -1.44
H 3.008816 0.739915 -0.238591 -0.44 0.09 -0.48
H 1.635900 1.166309 -1.442027 0.63 -0.41 0.36
H 0.980006 1.241820 0.917756 -0.88 0.55 0.07
```
Positions in Å, forces in eV/Å.

Results of the Mulliken charge analysis, in e, for atoms 1 through 5: C 0.468; C -0.491; C 0.105; C 0.541; C -1.462

No. 3
Here is an isolated molecule of CHCl2OPS from the Open Molecules 2025 dataset. Energies are from ωB97M-V with the def2-TZVPD basis set.

Results
- SMILES: O=P(Cl)(Cl)C=S
- E: -48269.760 eV
- Gap between HOMO and LUMO: 8.04 eV
- F_max: 2.58 eV/A

The geometry in XYZ format:
```
7
Properties=species:S:1:pos:R:3:forces:R:3
C 1.080923 -0.314026 -0.779011 -0.28 0.68 2.07
O -0.484291 1.655142 1.127516 0.06 0.27 -0.37
P -0.601087 0.327697 0.543382 1.51 -2.07 -0.30
S 1.197323 0.449257 -2.166016 -0.13 -0.67 0.67
Cl -2.230124 -0.079236 -0.572915 0.18 0.25 -0.11
Cl -0.857949 -1.095919 2.074273 0.40 0.58 -0.94
H 1.895205 -0.942916 -0.227229 -1.74 0.96 -1.02
```
Positions in Å, forces in eV/Å.

Results of the Mulliken charge analysis, in e, for atoms 1 through 5: C -0.123; O -0.478; P 0.790; S -0.093; Cl -0.159

No. 4
Here is the ion CHCl2O3S with charge -1 from the Open Molecules 2025 dataset. Energies are from ωB97M-V with the def2-TZVPD basis set.

Results
- E: -43077.062 eV
- Gap between HOMO and LUMO: 8.70 eV
- F_max: 5.24 eV/A
- Net charge: -1

The geometry in XYZ format:
```
8
Properties=species:S:1:pos:R:3:forces:R:3
C 0.980055 -0.042705 -0.070962 -4.21 2.73 -1.51
O -1.649524 0.868205 0.869329 -0.05 0.16 -0.19
O -2.043390 -1.307958 -0.110729 0.49 1.25 -0.63
O 0.090109 0.307494 -1.155777 1.24 -1.83 3.32
S -1.831735 0.136965 -0.376850 0.23 -1.17 0.42
Cl 2.324213 -0.876019 -0.552176 3.02 -1.68 -1.52
Cl 1.521143 1.592642 0.648522 0.07 -0.40 0.30
H 0.609128 -0.678625 0.748640 -0.79 0.93 -0.19
```
Positions in Å, forces in eV/Å.

Results of the Mulliken charge analysis, in e, for atoms 1 through 5: C 0.163; O -0.499; O -0.537; O -0.577; S 0.632